P | 14
Properties=species:S:1:pos:R:3 method="wB97M-V/def2-TZVPD" gap_ev=5.945 spin_multiplicity=1 charge=-2 e_homo_ev=-0.05
C -1.05 0.15 -0.05
O -1.83 1.36 0.13
C 0.44 0.46 -0.02
C 1.31 -0.67 -0.55
S 3.15 -0.39 -0.57
H -1.28 -0.51 0.79
H -1.42 -0.35 -0.94
H 0.72 0.65 1.02
H 0.74 1.38 -0.53
H 1.06 -0.84 -1.60
H 1.14 -1.59 0.01
H -2.54 1.04 0.73
H -3.85 -0.55 2.12
O -4.32 -0.37 1.29


Q | 14
Properties=species:S:1:pos:R:3 method="wB97M-V/def2-TZVPD" gap_ev=6.019 spin_multiplicity=1 charge=-2 e_homo_ev=-0.29
C -0.06 -0.30 0.47
O -1.18 0.54 0.97
C 0.53 -0.06 -0.86
C 1.94 -0.83 -1.12
S 2.82 -0.30 -2.68
H 0.63 -0.06 1.26
H -0.33 -1.35 0.77
H 0.77 1.03 -0.89
H -0.32 -0.12 -1.64
H 1.55 -1.85 -1.27
H 2.44 -0.75 -0.17
H -2.10 0.78 0.95
H -2.93 1.68 1.91
O -3.75 1.60 2.32


The most stable of them is P.


P | 30
Properties=species:S:1:pos:R:3 method="wB97M-V/def2-TZVPD" gap_ev=9.923 spin_multiplicity=1 e_homo_ev=-9.25 smiles=CC(C)(C)[Si@@](C)(Br)c1ccccc1
C 3.95 -2.10 -0.10
C 3.51 -1.60 1.11
C 3.06 -2.29 -1.14
C 2.17 -1.28 1.27
C 1.72 -1.97 -0.99
C 1.28 -1.46 0.22
C -0.61 0.52 -1.88
C -2.67 1.03 -0.58
C -0.48 1.99 0.13
C -1.29 -0.67 2.46
C -1.17 0.76 -0.47
Si -0.84 -0.78 0.63
Br -2.03 -2.48 -0.26
H 5.00 -2.35 -0.24
H 4.20 -1.46 1.93
H 3.41 -2.68 -2.09
H 1.83 -0.89 2.22
H 1.03 -2.12 -1.80
H 0.47 0.40 -1.86
H -1.05 -0.37 -2.33
H -0.85 1.37 -2.53
H -3.12 1.19 0.40
H -3.18 0.20 -1.07
H -2.85 1.93 -1.18
H -0.89 2.24 1.10
H 0.59 1.81 0.24
H -0.61 2.85 -0.53
H -1.63 0.33 2.74
H -2.09 -1.37 2.70
H -0.44 -0.91 3.09


Q | 30
Properties=species:S:1:pos:R:3 method="wB97M-V/def2-TZVPD" gap_ev=8.955 spin_multiplicity=1 e_homo_ev=-8.31
C -3.02 -0.73 2.12
C -3.28 0.33 1.27
C -1.80 -1.41 1.99
C -2.33 0.76 0.34
C -0.86 -0.93 1.12
C -1.07 0.22 0.34
C -0.35 1.93 -1.34
C 2.85 0.30 -1.53
C 2.51 -0.72 1.34
C -0.11 -0.96 -1.85
C 0.08 0.70 -0.55
Si 1.84 0.52 0.06
Br -1.81 -0.98 -2.61
H -3.69 -1.10 2.90
H -4.23 0.84 1.38
H -1.76 -2.24 2.65
H -2.66 1.59 -0.35
H 0.18 -1.41 1.08
H 0.11 2.69 -0.72
H 0.18 2.11 -2.31
H -1.46 2.02 -1.47
H 4.02 0.52 -1.33
H 2.77 -0.79 -1.72
H 2.36 0.93 -2.20
H 2.09 -1.13 2.22
H 2.69 -1.58 0.68
H 3.52 -0.54 1.67
H 0.83 -0.95 -2.60
H 0.17 -1.76 -1.17
H 2.23 1.76 0.58


The most stable of them is P.


P | 15
Properties=species:S:1:pos:R:3 method="wB97M-V/def2-TZVPD" gap_ev="6.279 / 11.253" spin_multiplicity=2 e_homo_ev="-5.45 / -10.44"
C -0.98 -2.11 0.97
N 0.25 -1.70 1.33
H -1.42 -2.98 1.48
H -1.67 -1.59 0.34
H 0.57 -0.81 0.97
H 0.89 -2.19 1.92
C 0.64 1.72 -0.84
O 0.92 1.20 0.52
C -0.41 0.76 -1.32
H 0.20 2.70 -0.69
H 1.65 1.59 -1.26
H 1.51 1.81 0.99
H -0.15 -0.31 -1.31
H -1.30 1.00 -0.73
H -0.71 0.90 -2.38


Q | 15
Properties=species:S:1:pos:R:3 method="wB97M-V/def2-TZVPD" gap_ev="4.145 / 10.768" spin_multiplicity=2 e_homo_ev="-3.33 / -10.22"
C 0.43 1.32 -2.11
N -0.20 0.29 -1.24
H 1.44 0.99 -2.32
H 0.48 2.30 -1.64
H -0.13 1.37 -3.04
H -0.04 -0.68 -1.65
H 0.05 0.46 -0.25
H -1.24 0.37 -1.31
C 0.17 -1.80 1.68
C -0.43 -0.76 2.22
O -0.44 0.49 1.62
H 0.73 -1.76 0.75
H 0.20 -2.76 2.18
H -1.18 -0.93 2.99
H 0.15 1.09 2.11


The most stable of them is P.